No. 1
Density functional theory data (ωB97M-V/def2-TZVPD) for an isolated ion of composition C4H6N3 and charge +1 in a non-equilibrium geometry.

Computed properties:
**E_HOMO (alpha / beta)**: -12.8 / -12.8 eV
**SMILES**: C#CC#[N+]NNC
**E_LUMO (alpha / beta)**: -5.6 / -5.6 eV
**Charge**: +1

```
13
C4H6N3 (ωB97M-V/def2-TZVPD)
C 3.53 -0.10 -0.66
C 2.55 0.16 0.00
C 1.38 0.28 0.65
C -1.52 -0.15 -0.97
N 0.45 0.27 1.34
N -1.70 0.17 0.42
N -0.83 -0.12 1.44
H 4.52 -0.27 -1.18
H -1.67 0.65 -1.71
H -0.46 -0.33 -1.15
H -2.24 -1.08 -1.19
H -2.63 0.72 0.68
H -1.38 -0.19 2.33
```

***

No. 2
Density functional theory data (ωB97M-V/def2-TZVPD) for an isolated ion of composition C4H6N3O and charge +1 in a non-equilibrium geometry.

Computed properties:
**E_HOMO**: -14.6 eV
**SMILES**: O=CCn1cn[nH+]c1
**E_LUMO**: -4.0 eV
**Charge**: +1

```
14
C4H6N3O (ωB97M-V/def2-TZVPD)
O 2.38 -1.34 -0.50
C 2.12 -0.25 -0.09
C 1.01 0.59 -0.75
N -0.26 0.12 -0.17
C -0.78 -1.14 -0.29
N -1.90 -1.21 0.37
N -2.07 -0.01 0.89
C -1.09 0.82 0.58
H 2.60 0.21 0.79
H 1.11 1.64 -0.50
H 1.00 0.46 -1.82
H -0.32 -1.93 -0.84
H -2.86 0.19 1.48
H -0.96 1.85 0.86
```

***

No. 3
Density functional theory data (ωB97M-V/def2-TZVPD) for an isolated ion of composition C4H6N3O and charge +1 in a non-equilibrium geometry.

Computed properties:
**E_HOMO (alpha / beta)**: -13.8 / -13.7 eV
**E_LUMO (alpha / beta)**: -5.9 / -6.9 eV
**Charge**: +1

```
14
C4H6N3O (ωB97M-V/def2-TZVPD)
C 2.27 -0.09 -0.08
C 3.59 -0.47 -0.01
C -1.12 -0.32 0.15
C -2.17 0.56 -0.08
N 1.20 -0.85 -0.04
N 0.69 1.44 -0.09
N 0.14 -0.11 0.03
O 1.93 1.24 -0.14
H 4.42 0.30 -0.01
H 3.90 -1.57 0.07
H -1.22 -1.31 0.36
H -1.75 1.40 -0.54
H -3.07 0.16 -0.53
H -2.78 0.77 0.91
```

***

No. 4
Density functional theory data (ωB97M-V/def2-TZVPD) for C4H6N3O as an isolated structure in a non-equilibrium geometry.

Computed properties:
**E_HOMO**: -15.1 eV
**E_LUMO**: -4.9 eV
**Charge**: +1

```
14
C4H6N3O (ωB97M-V/def2-TZVPD)
C 2.24 0.51 0.62
C -0.78 -0.96 0.35
C 0.34 0.64 -0.98
C 0.90 0.93 0.39
N 3.30 0.11 0.80
N -0.08 -0.42 1.30
N -0.59 -0.49 -0.86
O -0.17 -0.53 2.62
H -1.48 -1.77 0.55
H -0.20 1.50 -1.39
H 1.15 0.37 -1.67
H 0.59 1.83 0.91
H -1.02 -0.88 -1.68
H 0.56 -1.06 3.00
```

***

No. 5
Density functional theory data (ωB97M-V/def2-TZVPD) for C4H6N3O2S as an isolated structure in a non-equilibrium geometry.

Computed properties:
**E_HOMO**: -2.9 eV
**E_LUMO**: 3.7 eV
**Charge**: -1

```
16
C4H6N3O2S (ωB97M-V/def2-TZVPD)
C 0.02 -1.77 0.55
C 0.55 -0.69 1.20
C 0.06 0.60 -0.22
C -1.07 -0.04 -2.29
N -0.33 -1.65 -0.66
N -0.31 -0.35 -1.13
N 0.16 1.84 -0.28
O 0.47 -0.52 3.75
O 1.88 1.13 2.46
S 0.38 0.39 2.64
H -0.02 -2.75 1.19
H -0.24 0.03 -3.14
H -1.96 -0.66 -2.47
H -1.36 0.97 -2.05
H 1.97 1.15 1.56
H -0.22 2.32 -1.10
```

***

No. 6
Density functional theory data (ωB97M-V/def2-TZVPD) for an isolated ion of composition C4H6N3O2S and charge +1 in a non-equilibrium geometry.

Computed properties:
**E_HOMO**: -12.5 eV
**SMILES**: NC(=[NH2+])c1[nH]oc(=S)c1O
**E_LUMO**: -5.0 eV
**Charge**: +1

```
16
C4H6N3O2S (ωB97M-V/def2-TZVPD)
C -0.47 0.32 -1.22
C 0.02 -0.31 -0.11
C -0.45 -0.88 -2.37
C 0.18 0.19 1.22
N 0.23 -1.67 -0.40
N -0.13 1.49 1.53
N 0.81 -0.44 2.19
O -0.02 -1.94 -1.77
O -0.84 1.49 -1.46
S -0.63 -0.48 -3.94
H 1.00 -2.13 -0.08
H -1.05 1.80 1.18
H -0.17 1.73 2.49
H 1.46 -1.14 2.05
H 0.91 0.17 3.10
H -0.86 1.78 -2.42
```

***

No. 7
Density functional theory data (ωB97M-V/def2-TZVPD) for C4H6N3P as an isolated structure in a non-equilibrium geometry.

Computed properties:
**E_HOMO**: -8.9 eV
**E_LUMO**: 0.4 eV
**Charge**: 0

```
14
C4H6N3P (ωB97M-V/def2-TZVPD)
C -2.53 0.10 -0.35
C -0.13 2.42 0.13
C -1.23 0.38 0.21
C -0.11 -0.24 -0.75
N -3.54 -0.16 -0.83
N -1.12 1.78 0.48
N 0.38 -1.52 -0.31
P 1.34 0.94 -0.99
H 0.06 3.46 0.30
H -1.18 -0.13 1.18
H -0.56 -0.39 -1.74
H 0.60 -1.52 0.68
H -0.25 -2.28 -0.52
H 1.93 0.59 0.24
```

***

No. 8
Density functional theory data (ωB97M-V/def2-TZVPD) for one molecule with the formula C4H6N4.

Computed properties:
**E_HOMO**: -8.4 eV
**SMILES**: c1cn[nH]cn[nH]c1
**E_LUMO**: 0.8 eV
**Charge**: 0

```
14
C4H6N4 (ωB97M-V/def2-TZVPD)
C -1.22 1.25 0.00
C 0.05 1.73 0.01
C 1.36 1.17 0.01
C -0.09 -1.66 0.02
H -2.77 -0.01 0.01
H -2.00 2.01 0.01
H 0.10 2.81 0.03
H 2.15 1.91 0.00
H 1.86 -1.94 0.01
H -0.04 -2.75 0.04
N -1.76 0.01 -0.03
N 1.88 -0.02 -0.02
N 1.20 -1.17 -0.01
N -1.31 -1.25 0.00
```

***

No. 9
Density functional theory data (ωB97M-V/def2-TZVPD) for C4H6N4 as an isolated structure in a non-equilibrium geometry.

Computed properties:
**E_HOMO**: -8.4 eV
**E_LUMO**: -0.1 eV
**Charge**: 0

```
14
C4H6N4 (ωB97M-V/def2-TZVPD)
C -1.65 0.22 0.14
C 1.67 0.43 -0.02
C 2.77 0.94 0.79
C 3.53 1.27 1.76
H -3.88 -1.89 -0.82
H -2.19 -0.91 -2.15
H -1.56 0.90 1.11
H -0.26 -0.80 -1.13
H 2.22 -0.17 -0.91
H 4.50 1.68 2.16
N -2.45 -1.49 -1.00
N -2.68 -0.23 -0.23
N -0.47 -0.20 -0.23
N 0.44 0.26 0.53
```

***

No. 10
Density functional theory data (ωB97M-V/def2-TZVPD) for one molecule with the formula C4H6N4 in a non-equilibrium geometry.

Computed properties:
**E_HOMO**: -8.6 eV
**SMILES**: [H]/N=C/NC1=NC=NC1
**E_LUMO**: 0.2 eV
**Charge**: 0

```
14
C4H6N4 (ωB97M-V/def2-TZVPD)
C -2.20 0.16 -0.02
C 0.26 -0.09 0.02
C 2.03 -1.22 -0.08
C 1.45 0.95 -0.03
H -3.53 -1.38 -0.47
H -2.87 1.09 0.16
H -0.80 1.50 -0.05
H 2.68 -2.20 0.26
H 1.39 1.21 1.11
H 1.49 1.83 -0.64
N -2.45 -1.09 -0.15
N -0.82 0.57 0.01
N 0.74 -1.29 0.17
N 2.63 -0.04 -0.29
```

***

No. 11
Density functional theory data (ωB97M-V/def2-TZVPD) for one molecule with the formula C4H6N4 in a non-equilibrium geometry.

Computed properties:
**E_HOMO**: -8.3 eV
**SMILES**: [H]/N=C\n1ccnc1N
**E_LUMO**: 0.8 eV
**Charge**: 0

```
14
C4H6N4 (ωB97M-V/def2-TZVPD)
C 0.01 -0.34 0.97
C 1.71 -1.17 0.08
C 1.22 -0.32 -0.84
C -1.12 0.81 -0.97
H -1.54 0.85 1.73
H -0.81 -0.48 2.91
H 2.67 -1.70 0.19
H 1.33 -0.22 -1.90
H -2.03 0.73 -0.43
H -0.23 1.49 -2.50
N -1.03 -0.14 1.88
N 1.02 -1.10 1.22
N -0.02 0.16 -0.31
N -1.19 1.44 -2.04
```

***

No. 12
Density functional theory data (ωB97M-V/def2-TZVPD) for one molecule with the formula C4H6N4 in a non-equilibrium geometry.

Computed properties:
**E_HOMO**: -8.0 eV
**SMILES**: C1=C2N=NC[C@H]2NN1
**E_LUMO**: 0.6 eV
**Charge**: 0

```
14
C4H6N4 (ωB97M-V/def2-TZVPD)
C -1.43 -0.85 -0.22
C -0.26 0.96 0.42
C 0.99 1.38 -0.03
C -0.19 -0.53 0.60
H -2.07 -1.54 0.32
H -1.29 -1.10 -1.25
H 1.37 2.39 -0.25
H 2.77 0.28 0.00
H 1.04 -1.49 -0.74
H -0.18 -0.78 1.65
N -2.24 0.43 -0.26
N -1.47 1.38 0.05
N 1.81 0.34 -0.31
N 1.15 -0.89 0.04
```

***

No. 13
Density functional theory data (ωB97M-V/def2-TZVPD) for one molecule with the formula C4H6N4 in a non-equilibrium geometry.

Computed properties:
**E_HOMO**: -8.6 eV
**SMILES**: [H]/N=C\N1NC=NC1=C
**E_LUMO**: 0.6 eV
**Charge**: 0

```
14
C4H6N4 (ωB97M-V/def2-TZVPD)
C -0.51 1.94 0.41
C 0.18 0.83 0.11
C 1.89 -0.44 -0.41
C -1.41 -0.96 0.00
H -0.25 2.82 -0.09
H -1.39 1.85 1.06
H 2.91 -0.83 -0.75
H 1.45 -1.48 1.33
H -1.48 -2.13 0.48
H -2.13 0.53 -0.98
N 1.55 0.81 -0.48
N 0.95 -1.27 0.32
N -0.16 -0.41 0.51
N -2.35 -0.41 -0.59
```

***

No. 14
Density functional theory data (ωB97M-V/def2-TZVPD) for one molecule with the formula C4H6N4 in a non-equilibrium geometry.

Computed properties:
**E_HOMO**: -8.4 eV
**SMILES**: C/N=N\c1cn[nH]c1
**E_LUMO**: 0.5 eV
**Charge**: 0

```
14
C4H6N4 (ωB97M-V/def2-TZVPD)
C 2.24 0.26 0.95
C -0.53 0.35 -0.19
C -0.13 -0.90 -0.83
C -1.92 0.55 -0.40
H 2.29 -0.78 1.50
H 3.20 0.85 1.35
H 2.01 0.11 -0.01
H 0.90 -1.09 -0.61
H -3.23 -0.97 -1.22
H -2.81 1.10 -0.12
N 1.10 1.26 1.32
N 0.13 1.40 0.55
N -1.12 -1.56 -1.19
N -2.12 -0.59 -1.10
```

***

No. 15
Density functional theory data (ωB97M-V/def2-TZVPD) for C4H6N4O as an isolated structure in a non-equilibrium geometry.

Computed properties:
**E_HOMO**: -8.0 eV
**E_LUMO**: -0.3 eV
**Charge**: 0

```
15
C4H6N4O (ωB97M-V/def2-TZVPD)
C 0.85 0.33 0.24
C -1.09 -0.66 -0.07
C -1.85 0.65 -0.25
C -1.00 1.75 0.04
H 1.71 -1.38 0.68
H 3.38 -1.16 0.11
H -1.33 -2.63 0.86
H -2.96 -1.67 -0.63
H -2.94 0.53 -0.52
H -1.32 2.69 0.43
N 2.48 -1.00 -0.28
N 2.09 0.51 -0.31
N 0.11 -0.83 0.48
N -1.76 -1.83 -0.12
O 0.20 1.66 0.11
```

***

No. 16
Density functional theory data (ωB97M-V/def2-TZVPD) for one molecule with the formula C4H6N4O in a non-equilibrium geometry.

Computed properties:
**E_HOMO**: -9.0 eV
**SMILES**: NNC(=O)c1c[nH]cn1
**E_LUMO**: 0.7 eV
**Charge**: 0

```
15
C4H6N4O (ωB97M-V/def2-TZVPD)
C 0.09 -0.25 1.23
C -0.05 -0.38 -0.24
C -0.49 -1.45 -0.85
C 0.02 0.16 -2.29
H 0.74 2.32 0.52
H -0.91 2.47 1.02
H 0.29 1.04 3.02
H -0.89 -2.36 -0.55
H -0.48 -1.66 -2.88
H 0.30 0.73 -3.01
N 0.22 2.24 1.28
N 0.27 0.94 1.88
N -0.42 -1.11 -2.21
N 0.35 0.61 -1.07
O 0.08 -1.22 1.96
```

***

No. 17
Density functional theory data (ωB97M-V/def2-TZVPD) for an isolated ion of composition C4H6N7 and charge +1 in a non-equilibrium geometry.

Computed properties:
**E_HOMO (alpha / beta)**: -13.0 / -13.0 eV
**SMILES**: c1cn[n+](N2CNN=N2)nc1
**E_LUMO (alpha / beta)**: -5.4 / -5.4 eV
**Charge**: +1

```
17
C4H6N7 (ωB97M-V/def2-TZVPD)
C -1.86 -2.06 0.85
C -1.86 -0.73 1.20
C -1.07 -2.33 -0.31
C 0.84 1.93 -0.17
N -1.02 0.15 0.63
N -0.22 -1.49 -0.80
N 2.66 1.11 -1.25
N 1.85 0.19 -1.32
N -0.19 -0.27 -0.25
N 2.24 2.06 -0.44
N 0.62 0.58 -0.77
H -2.56 -2.74 1.26
H -2.46 -0.50 2.09
H -0.82 -3.31 -0.78
H 0.48 1.86 0.99
H 0.38 2.81 -0.73
H 2.97 2.74 -0.18
```

***

No. 18
Density functional theory data (ωB97M-V/def2-TZVPD) for an isolated ion of composition C4H6NO and charge -1.

Computed properties:
**E_HOMO**: -1.9 eV
**E_LUMO**: 4.1 eV
**Charge**: -1

```
12
C4H6NO (ωB97M-V/def2-TZVPD)
C 2.70 -0.38 0.03
C 1.86 0.50 -0.09
N 1.04 1.50 -0.18
C -0.33 1.17 -0.08
O -0.73 -0.04 -0.77
C -1.46 -0.95 0.00
H 3.33 -1.24 0.02
H -0.64 1.05 0.99
H -0.93 1.99 -0.52
H -1.03 -1.07 1.01
H -2.52 -0.66 0.10
H -1.42 -1.92 -0.49
```

***

Taking the records one at a time from the top gives molecular weight values of 96.11, 112.11, 112.11, 112.11, 160.18, 160.18, 127.09, 110.12, 110.12, 110.12, 110.12, 110.12, 110.12, 110.12, 126.12, 126.12, 152.14, 84.10 g/mol.